Molecular formula: C26H30F10IrN4O2S2Si
Method: DFT, ωB97M-V/def2-TZVPD

```
76
Properties=species:S:1:pos:R:3:forces:R:3
Ir -0.8786 -0.2540 0.0636 -0.217 -0.842 -0.110
S 1.3852 4.5912 -0.1938 -0.059 0.020 0.230
S 0.5678 1.8667 -0.9948 -0.024 -0.520 0.008
Si 3.8901 -1.4598 -1.4677 0.630 -0.250 -0.136
F -1.9750 1.8754 -6.3627 -0.036 0.071 0.150
F 0.1661 1.4103 6.6927 -0.028 -0.177 -0.310
F -2.4695 1.7429 -0.9631 -0.234 0.211 -0.243
F -0.6753 -2.6257 4.4555 -0.017 0.229 0.028
F -1.3812 -0.3365 -5.1315 0.033 0.105 0.016
F 0.8117 2.6184 4.3151 0.011 -0.243 0.009
F -2.7999 4.1285 -5.0113 0.019 -0.144 0.070
F -0.5597 -1.2380 6.6797 0.089 0.146 -0.212
F 0.8332 1.1870 2.0233 0.047 0.024 0.634
F -3.0921 3.9735 -2.2795 0.092 -0.127 -0.088
O -1.9454 1.1235 1.7874 0.621 0.280 -0.169
O -3.0156 -0.6197 1.0444 0.174 -0.547 -0.567
N -1.3393 -0.4195 -2.1751 0.546 -0.699 1.910
N -0.5737 3.3600 0.8935 0.023 -0.169 -0.151
N -0.8131 -2.5840 -0.5439 0.063 0.195 0.122
N -0.0272 -1.3357 1.8828 -0.573 0.313 -2.118
C -2.4966 3.0019 -4.3535 0.018 -0.290 0.164
C 0.4679 1.3186 4.3354 0.000 0.041 0.233
C 4.4129 -2.0651 0.2630 -0.210 0.233 -0.630
C -1.7473 0.6024 -2.9251 -0.473 1.421 -0.979
C -1.7286 0.7086 -4.3476 0.006 -0.019 0.434
C 0.4445 0.5938 3.1677 -0.026 -0.294 -0.270
C -0.5173 4.5329 1.7304 -0.101 0.227 0.374
C -0.9458 -1.6452 -2.8348 -0.010 -0.350 -0.009
C -2.0661 1.8652 -5.0268 -0.145 0.301 0.101
C -0.2318 -0.6265 5.5331 0.038 0.309 0.192
C 5.0769 -0.0819 -2.0670 -0.528 -0.526 0.302
C 0.3491 3.2024 -0.0304 -0.238 0.225 0.141
C 0.0218 -0.7591 3.0828 0.165 0.827 1.797
C -4.1372 0.7344 2.6631 0.218 -0.013 -0.103
C -2.9707 0.3926 1.7711 -0.298 0.084 0.391
C -2.1584 -3.1429 -0.5644 -0.317 -0.054 0.062
C 3.9856 -2.8946 -2.7310 -0.065 0.543 0.529
C 0.0350 -3.2681 0.4272 0.046 0.078 0.495
C 0.1320 0.7149 5.5471 0.001 -0.091 -0.147
C 2.1591 -0.7987 -1.3928 0.865 0.189 0.220
C -2.6270 2.9210 -2.9693 0.019 0.030 -0.256
C -0.2848 -1.3380 4.3482 -0.004 0.060 -0.434
C -0.2287 -2.5964 -1.8769 0.217 0.341 -0.435
C -0.2488 -2.7605 1.8347 0.087 -0.416 -0.285
C -2.2782 1.7675 -2.3027 0.068 -0.316 -0.127
C 0.4761 5.5144 1.1002 0.179 0.079 -0.340
H -2.1375 -4.1881 -0.8983 0.036 0.020 -0.029
H -4.3873 -0.1281 3.2750 -0.043 -0.068 0.032
H -1.8332 -2.1289 -3.2655 0.115 -0.046 -0.070
H 1.7628 -0.2286 -2.2173 -0.215 0.006 -0.248
H -2.7861 -2.5601 -1.2308 -0.045 0.050 -0.051
H 6.0962 -0.4507 -2.1400 0.160 -0.120 0.002
H 5.0102 -3.2204 -2.8759 0.254 -0.033 0.018
H -1.2814 -3.0012 2.1176 0.099 -0.062 0.021
H 0.8173 -2.2455 -1.7863 -0.461 -0.383 -0.001
H 3.8318 -2.9258 0.5798 -0.160 -0.178 0.027
H -2.6065 -3.0919 0.4223 -0.012 0.019 0.080
H -0.1270 -4.3542 0.3975 0.064 0.044 -0.118
H 1.6373 -0.6377 -0.4551 0.088 -0.104 0.033
H 1.0795 -3.0545 0.1911 -0.043 -0.024 -0.069
H -0.2316 -3.6127 -2.3011 0.036 0.066 0.070
H 4.2692 -1.2815 1.0006 -0.052 0.190 0.124
H -1.5158 4.9740 1.7935 0.120 -0.001 0.053
H -0.2491 -1.4515 -3.6570 -0.076 -0.153 0.082
H 3.4100 -3.7564 -2.4095 -0.158 -0.161 0.115
H 4.7821 0.2831 -3.0458 -0.089 0.042 -0.200
H -4.9971 0.9707 2.0439 -0.126 0.012 -0.067
H 1.2009 5.8912 1.8177 -0.094 0.016 0.029
H 3.6033 -2.5852 -3.6982 -0.103 0.122 -0.201
H -1.1832 2.5798 1.1607 0.051 0.051 -0.103
H -3.8909 1.5824 3.2929 -0.025 0.046 0.053
H -0.0205 6.3521 0.6149 -0.032 -0.005 0.095
H 5.0714 0.7629 -1.3854 -0.021 0.141 0.149
H -0.2043 4.2423 2.7392 -0.024 0.061 -0.117
H 0.4174 -3.2821 2.5318 -0.105 0.005 -0.121
H 5.4601 -2.3513 0.2913 0.190 -0.047 -0.081
```
Positions in Å, forces in eV/Å.

Values from the calculation:
electronic energy: -97060.6651 eV
energy relative to the best compared isomer or geometry (same formula, charge and spin): 26.9 kJ/mol
HOMO level (spin up / spin down): -0.274 / -0.258 hartree
net charge: 0
2S+1: 6
molar mass: 905.0 g/mol

=====

Molecular formula: C3H3NO3S
Method: DFT, ωB97M-V/def2-TZVPD

```
11
Properties=species:S:1:pos:R:3:forces:R:3
S 2.4621 -1.3816 0.1598 -1.047 0.575 0.652
O -0.8026 2.3725 0.2297 3.079 1.523 0.490
O -0.3586 -2.2460 -0.4981 -0.590 -0.638 -0.548
O 0.9550 0.8484 0.1354 1.215 0.707 0.218
N 1.0557 -0.5277 -0.3320 2.821 0.955 0.793
C -1.0908 0.1208 -0.3314 0.620 -1.930 -0.818
C -0.3203 1.1697 0.0201 -2.562 -2.282 -0.907
C -0.1920 -1.0576 -0.4475 -1.878 0.688 0.882
H 2.1328 -1.6968 1.4822 0.043 0.294 -1.084
H -1.7371 2.3492 0.2622 -1.483 -0.250 -0.029
H -2.1041 0.0491 -0.6803 -0.219 0.358 0.351
```
Positions in Å, forces in eV/Å.

Values from the calculation:
electronic energy: -21624.7169 eV
energy relative to the best compared isomer or geometry (same formula, charge and spin): 306.0 kJ/mol
HOMO level: -0.346 hartree
net charge: 0
molar mass: 133.1 g/mol
SMILES: O=c1cc(O)on1S

=====

Molecular formula: C22H26Cl45N2
Method: DFT, ωB97M-V/def2-TZVPD

```
95
Properties=species:S:1:pos:R:3:forces:R:3
Cl 6.1657 6.4193 -0.1325 -0.046 -0.037 -0.018
Cl -4.9893 -4.9291 -5.2125 0.010 -0.046 0.036
Cl -1.9000 2.7216 0.8503 0.028 -0.005 0.033
Cl 0.2562 9.3905 6.7030 -0.096 -0.016 0.252
Cl 1.1125 -10.1665 -2.1833 0.065 -0.030 -0.056
Cl 10.7992 7.2121 -1.8531 0.003 0.004 0.001
Cl -1.1238 4.2000 7.5955 0.012 0.032 -0.012
Cl 1.5049 7.9511 3.5510 -0.030 0.004 0.029
Cl -1.5415 -0.0284 1.7376 0.010 0.031 0.000
Cl -2.7294 -2.0725 -0.8496 0.025 -0.100 0.018
Cl -2.3077 9.9771 5.4745 0.000 -0.003 -0.006
Cl 0.7753 2.4563 6.2588 0.169 0.048 0.086
Cl -9.1815 0.9746 -6.2550 0.005 0.005 -0.003
Cl -6.2534 -2.5199 -10.0842 -0.123 0.027 -0.123
Cl 4.1133 6.4839 1.9243 0.038 -0.024 -0.001
Cl -4.4996 -8.2209 -2.3178 0.051 0.207 0.033
Cl -2.8014 -11.5262 -5.4584 0.003 0.007 0.001
Cl 5.9243 4.2226 1.7478 0.203 0.015 0.102
Cl -2.7086 -1.9547 -3.7568 -0.020 -0.006 -0.022
Cl 1.9339 -8.9705 0.3313 0.006 0.009 0.000
Cl -9.4714 0.3411 -3.4333 0.009 0.006 0.010
Cl 4.7195 -5.1372 4.3445 0.001 0.000 -0.004
Cl -6.8813 -2.7398 -5.4121 -0.025 -0.021 0.039
Cl 9.0048 8.6269 -0.0604 0.071 0.076 0.042
Cl -3.1965 3.3356 -3.4073 0.000 -0.005 -0.004
Cl -4.5533 -2.7942 -7.1317 0.122 -0.007 0.090
Cl 8.2741 8.2525 -2.8432 -0.003 0.002 -0.005
Cl -3.8509 -7.7005 0.4642 0.016 0.016 0.005
Cl -3.1094 -13.5525 -3.3969 -0.001 0.001 0.000
Cl -4.9913 -0.7083 -11.9680 -0.003 0.001 -0.003
Cl -2.0362 -4.4249 -2.4061 0.012 -0.036 -0.005
Cl -5.5135 3.1461 -1.6652 -0.004 -0.006 0.000
Cl 2.1058 -11.8470 -0.0333 -0.002 0.002 0.001
Cl 3.4440 -2.5938 3.7681 -0.009 -0.255 -0.016
Cl -2.1983 8.6657 8.0666 -0.009 -0.024 0.002
Cl -3.5800 0.9799 -1.7546 -0.099 0.013 -0.094
Cl -0.6454 1.5244 8.6094 0.016 0.004 0.007
Cl -2.0358 -9.2579 -1.1876 -0.009 0.064 0.032
Cl 3.7152 9.8504 3.4718 -0.012 -0.012 0.006
Cl -11.4287 -0.6322 -5.3507 0.004 0.005 0.006
Cl 0.9994 10.7472 2.9634 -0.014 -0.001 -0.003
Cl -3.7222 -3.2374 -11.3089 -0.001 -0.003 -0.002
Cl -4.9556 -11.3113 -3.5203 -0.076 -0.208 -0.083
Cl 2.2742 -4.3903 5.7247 -0.001 0.002 0.001
Cl -0.8411 2.1764 3.4925 -0.102 -0.051 -0.014
N 5.8453 0.6541 4.2082 0.101 -0.021 -0.155
N 4.6527 0.5738 4.7597 -0.103 0.011 -0.072
C 2.9837 2.6322 1.3503 -0.342 0.014 -0.337
C 3.6584 0.3579 3.9335 -0.096 0.269 -0.053
C -5.7533 -3.7721 -6.3025 0.081 0.066 0.015
C 6.1094 0.5253 2.9133 -0.004 -0.018 -0.140
C -3.0228 -2.9582 -2.3512 -0.008 -0.026 -0.001
C 2.1414 1.4083 0.9878 0.413 0.075 0.092
C -1.4217 8.8581 6.5002 -0.004 0.005 -0.065
C 0.0652 2.9241 7.8164 -0.088 -0.058 0.036
C 9.6067 8.5016 -1.7144 -0.026 -0.048 -0.010
C -3.2059 -7.9327 -1.1602 -0.076 -0.050 0.020
C -5.2553 -2.3944 -11.5347 0.030 -0.009 0.011
C -4.3820 2.2506 -2.6782 0.012 0.053 0.040
C 2.2258 -10.2792 -0.8216 -0.020 -0.019 0.016
C -3.3009 -11.8473 -3.7966 0.037 0.042 0.029
C 3.1816 -4.3005 4.2284 0.005 -0.031 0.036
C 5.0699 0.3126 2.0249 0.284 0.080 0.046
C 3.7915 0.2410 2.5279 -0.165 -0.152 0.243
C -1.9429 1.6262 2.2240 0.080 0.063 -0.091
C 5.7444 5.9801 1.5112 -0.052 0.057 -0.076
C -9.7384 -0.2212 -5.0857 0.030 0.011 0.001
C 2.5896 0.0711 1.6726 -0.454 0.124 -0.030
C 2.0095 9.6213 3.8568 0.027 0.064 -0.027
H 7.1445 0.5970 2.6102 0.017 0.039 0.081
H -6.3122 -4.3269 -7.0454 -0.030 0.006 0.025
H 5.2723 0.2267 0.9667 0.031 -0.035 0.003
H 3.2323 -10.1681 -1.2025 -0.003 0.006 0.002
H 1.0995 1.5908 1.2413 -0.020 -0.086 -0.097
H 2.5239 3.5273 0.9296 -0.012 -0.008 0.023
H -5.7842 -2.8725 -12.3483 0.000 -0.003 0.005
H 2.2286 1.2643 -0.0878 -0.281 0.035 -0.030
H -2.9463 1.6205 2.6292 0.006 -0.012 0.010
H 3.0799 2.8022 2.4247 0.054 -0.039 -0.013
H -4.0639 -3.2554 -2.3634 0.002 -0.003 -0.028
H 2.7782 -0.6863 0.9114 0.118 0.006 0.030
H 6.4339 6.4714 2.1855 0.012 -0.043 0.015
H 1.7633 -0.2977 2.2815 0.062 -0.050 0.052
H 1.8676 9.8124 4.9129 0.085 -0.025 -0.166
H 2.5981 -4.7570 3.4396 0.001 0.022 -0.012
H 6.5954 0.8339 4.8658 -0.025 -0.033 0.034
H 2.6787 0.2874 4.3908 0.055 0.014 0.065
H -2.6892 -7.0265 -1.4453 0.007 0.000 -0.008
H -1.3995 7.8939 6.0090 0.014 0.001 0.003
H -2.6574 -11.2751 -3.1406 -0.006 0.000 -0.003
H 10.0904 9.4361 -1.9659 -0.008 0.001 0.000
H 3.9682 2.5612 0.8918 0.088 0.034 0.184
H -4.9437 1.7822 -3.4760 0.002 0.000 0.000
H 0.8617 3.3020 8.4435 0.014 0.010 -0.028
H -9.1476 -1.1159 -5.2251 -0.039 -0.028 -0.029
```
Positions in Å, forces in eV/Å.

Values from the calculation:
electronic energy: -589716.9071 eV
HOMO level: -0.438 hartree
net charge: +1
molar mass: 1913.8 g/mol

=====

Molecular formula: C5H8N2O2S2
Method: DFT, ωB97M-V/def2-TZVPD

```
19
Properties=species:S:1:pos:R:3:forces:R:3
S -0.7329 -2.4727 -0.0717 2.721 1.113 -1.139
S 3.5933 0.8131 0.0836 0.208 -0.505 0.729
O 2.0825 -1.9694 0.0714 1.081 -2.471 -0.300
O 0.3667 2.5490 -0.5423 -0.325 1.941 -2.404
N 1.9843 0.2685 0.2339 0.415 3.225 -0.568
N 0.1186 -0.9026 -0.1848 -0.100 -1.828 1.541
C -1.3234 0.4893 1.3291 -3.037 -0.859 -4.014
C 0.2702 1.4399 -0.2013 0.977 -0.564 4.161
C -1.5513 0.2209 -1.2986 -3.195 0.504 -1.991
C 1.4939 -0.9260 0.0463 0.196 -1.529 0.234
C -0.6360 0.2994 -0.0794 -2.030 0.665 -1.461
H -2.2387 1.1087 1.3076 -0.046 -0.544 -0.858
H -0.7920 1.0952 1.8961 3.353 1.815 3.075
H -2.6296 -0.1613 -1.1197 1.612 0.630 0.109
H -1.1669 -0.4995 -2.0481 0.048 0.547 0.434
H -1.6851 1.2171 -1.8732 0.346 -1.351 1.272
H -1.5976 -0.4682 1.6689 -0.105 -1.054 1.008
H 0.4613 -3.0740 -0.6228 -1.510 0.613 0.983
H 3.9828 0.9727 1.4051 -0.610 -0.347 -0.811
```
Positions in Å, forces in eV/Å.

Values from the calculation:
electronic energy: -34053.2919 eV
energy relative to the best compared isomer or geometry (same formula, charge and spin): 328.0 kJ/mol
HOMO level (spin up / spin down): -0.192 / -0.325 hartree
net charge: 0
2S+1: 3
molar mass: 192.3 g/mol

=====

Molecular formula: C6H11BrSi
Method: DFT, ωB97M-V/def2-TZVPD

```
19
Properties=species:S:1:pos:R:3:forces:R:3
Br 3.3276 2.8595 -3.9443 -0.437 -0.215 0.357
Si -0.2262 0.0530 0.4875 1.025 1.146 -0.314
C 1.0802 -2.3661 1.2356 1.157 3.471 -0.901
C 0.7549 0.9508 -0.8652 -0.864 -2.232 2.455
C 0.8723 -0.9246 1.7437 0.238 2.885 -0.103
C -2.1032 0.0298 0.6361 1.878 2.061 -3.628
C 0.2676 1.9159 -1.6390 4.096 -1.063 -1.811
C -2.8393 0.5896 -0.3792 -0.616 -0.008 -0.209
H 0.9991 2.2369 -2.4641 -1.153 0.403 0.834
H 0.3015 -0.7906 2.6556 -0.243 -0.649 0.468
H 0.2290 -2.9114 1.0571 -2.167 -1.212 -0.078
H 1.7461 0.4587 -0.8511 -0.237 0.962 -0.676
H -2.4381 -0.6966 1.2740 -1.506 -1.430 1.655
H -2.4654 1.2996 -1.2098 -0.305 -1.372 1.724
H 1.6940 -2.7700 1.9473 1.582 -1.773 1.375
H 1.8784 -0.2766 2.0395 -2.332 -1.847 -1.376
H 1.5865 -2.2218 0.2885 0.446 -0.620 -0.163
H -0.7089 2.1830 -1.5084 -2.189 1.241 -0.060
H -3.9561 0.3809 -0.5038 1.626 0.255 0.451
```
Positions in Å, forces in eV/Å.

Values from the calculation:
electronic energy: -84315.3108 eV
energy relative to the best compared isomer or geometry (same formula, charge and spin): 534.0 kJ/mol
HOMO level (spin up / spin down): -0.225 / -0.225 hartree
net charge: 0
molar mass: 191.1 g/mol

=====

Molecular formula: C13H11ClF2N2O2S
Method: DFT, ωB97M-V/def2-TZVPD

```
32
Properties=species:S:1:pos:R:3:forces:R:3
Cl -1.6167 -2.0909 0.4738 1.375 -12.389 2.087
S 3.1884 2.9724 0.5645 -1.235 -0.719 -0.237
F -5.4247 0.6163 0.8726 0.431 -1.359 0.932
F -5.3176 0.3603 -1.1508 0.807 1.266 -3.398
O -3.9252 -0.8528 0.0532 1.085 -4.564 0.259
O 2.4467 -2.0462 -0.8920 -2.427 -3.071 -6.642
N 0.6367 2.1568 0.1111 -1.709 10.423 5.008
N 2.0557 0.9659 -1.0996 2.769 1.833 2.863
C 3.0695 -1.1579 -0.2857 0.485 5.433 -6.493
C -0.5319 0.1911 0.2360 -0.567 1.880 -0.618
C 2.8255 -2.7457 1.1761 0.089 -0.204 -4.437
C -2.9925 1.3295 0.0624 -1.016 -1.061 -1.299
C -2.8546 -0.1411 -0.0371 1.651 8.167 1.425
C 1.9223 2.0550 -0.0300 2.410 -4.142 -4.140
C 2.3765 -3.1602 -0.2691 5.361 8.597 12.404
C 3.3161 0.0347 -1.0277 -2.544 3.291 -4.143
C -1.8658 2.0390 0.2102 3.352 5.722 -2.173
C -1.6009 -0.6266 0.2763 -2.922 8.727 -2.691
C -5.0610 -0.3460 -0.0844 -8.894 -0.619 0.511
C 3.4008 -1.3449 0.8747 -1.902 -9.374 6.466
C -0.5539 1.5751 0.0617 -2.581 -5.946 1.195
H 1.1625 0.5250 -1.2309 0.162 -0.522 -0.225
H 2.7968 -3.3453 2.1168 0.255 0.637 -1.145
H -1.8018 3.2009 0.0301 -1.112 -1.926 0.827
H -5.9555 -1.2036 -0.2134 2.601 1.792 1.419
H 0.3502 -0.2428 0.4202 3.327 -1.725 0.656
H 4.0970 0.5933 -0.6297 1.083 1.197 1.101
H 3.7020 -0.6609 1.4679 2.511 4.180 4.230
H -3.8699 2.0364 -0.1521 0.968 -2.038 0.618
H 2.0025 -3.9548 -0.4988 -4.480 -8.525 -3.530
H 0.4459 3.2244 0.7407 0.901 -3.756 -2.425
H 3.5771 0.0436 -2.1470 -0.234 -1.206 1.597
```
Positions in Å, forces in eV/Å.

Values from the calculation:
electronic energy: -49516.7822 eV
energy relative to the best compared isomer or geometry (same formula, charge and spin): 1128.5 kJ/mol
HOMO level: -0.307 hartree
net charge: 0
molar mass: 332.8 g/mol

=====

Molecular formula: C3H3O3S
Method: DFT, ωB97M-V/def2-TZVPD

```
10
Properties=species:S:1:pos:R:3:forces:R:3
S -1.4459 -0.9953 1.8881 -0.532 -2.585 -1.697
O -2.0160 0.2528 2.3127 0.210 0.036 0.073
O -0.3502 -1.5814 2.6716 -1.283 0.847 -0.978
O -2.3685 -1.9515 1.1821 2.066 2.013 1.592
C 1.1566 1.1648 -1.0129 0.462 2.797 0.691
C 0.1425 0.0558 -0.7697 -0.628 -0.493 1.490
C 0.8356 -0.0086 -1.8585 0.359 0.277 0.762
H 2.1174 1.3401 -0.3376 -1.775 -0.707 -1.383
H 1.2109 -0.4590 -2.7162 0.243 -0.868 -1.243
H 0.7175 2.1825 -1.3597 0.878 -1.317 0.695
```
Positions in Å, forces in eV/Å.

Values from the calculation:
electronic energy: -20132.9887 eV
energy relative to the best compared isomer or geometry (same formula, charge and spin): 529.1 kJ/mol
HOMO level (spin up / spin down): -0.121 / -0.156 hartree
net charge: -1
molar mass: 119.1 g/mol

=====

The lowest net charge belongs to which entry?
C3H3O3S

=====

Among the records above, which one has the lowest net charge?
C3H3O3S

=====

What did the second record say?
Molecular formula: C3H3NO3S
Method: DFT, ωB97M-V/def2-TZVPD

```
11
Properties=species:S:1:pos:R:3:forces:R:3
S 2.4621 -1.3816 0.1598 -1.047 0.575 0.652
O -0.8026 2.3725 0.2297 3.079 1.523 0.490
O -0.3586 -2.2460 -0.4981 -0.590 -0.638 -0.548
O 0.9550 0.8484 0.1354 1.215 0.707 0.218
N 1.0557 -0.5277 -0.3320 2.821 0.955 0.793
C -1.0908 0.1208 -0.3314 0.620 -1.930 -0.818
C -0.3203 1.1697 0.0201 -2.562 -2.282 -0.907
C -0.1920 -1.0576 -0.4475 -1.878 0.688 0.882
H 2.1328 -1.6968 1.4822 0.043 0.294 -1.084
H -1.7371 2.3492 0.2622 -1.483 -0.250 -0.029
H -2.1041 0.0491 -0.6803 -0.219 0.358 0.351
```
Positions in Å, forces in eV/Å.

Values from the calculation:
electronic energy: -21624.7169 eV
energy relative to the best compared isomer or geometry (same formula, charge and spin): 306.0 kJ/mol
HOMO level: -0.346 hartree
net charge: 0
molar mass: 133.1 g/mol
SMILES: O=c1cc(O)on1S